a.
Below is a molecular structure, C3H5N3, with properties calculated with ωB97M-V/def2-TZVPD.

lowest unoccupied orbital energy = -0.12 eV
net charge = 0
HOMO = -9.904 eV
gap between HOMO and LUMO = 9.79 eV

The geometry in XYZ format:
```
11
C3H5N3 ωB97M-V/def2-TZVPD
C 1.426 -0.001 -0.051
C -0.888 -1.084 0.028
C -0.842 1.071 -0.016
H 1.751 1.469 -0.351
H 1.823 -0.996 -1.061
H 1.867 -0.388 1.236
H -0.477 -2.122 0.109
H -0.437 2.081 0.177
N -0.030 -0.061 0.015
N -2.107 -0.667 -0.053
N -2.085 0.699 -0.032
```



b.
Below is a single C3H5N3 molecule, with properties calculated with ωB97M-V/def2-TZVPD.

lowest unoccupied orbital energy = 0.78 eV
net charge = 0
structure (SMILES) = Nc1ccn[nH]1
HOMO = -8.612 eV
gap between HOMO and LUMO = 9.39 eV

The geometry in XYZ format:
```
11
C3H5N3 ωB97M-V/def2-TZVPD
N -1.791 -0.168 0.318
C -0.461 0.064 -0.066
C 0.435 -1.013 -0.204
C 1.691 -0.340 0.092
N 1.573 0.962 0.223
N 0.256 1.232 0.043
H -1.749 -0.977 0.936
H -2.536 -0.291 -0.357
H -0.094 -0.894 -1.262
H 2.637 -0.782 0.407
H 0.039 2.206 -0.130
```



c.
Below is a single C3H5N3 molecule, with properties calculated with ωB97M-V/def2-TZVPD.

lowest unoccupied orbital energy = 0.89 eV
net charge = 0
structure (SMILES) = Cc1c[nH]nn1
HOMO = -9.528 eV
gap between HOMO and LUMO = 10.41 eV

The geometry in XYZ format:
```
11
C3H5N3 ωB97M-V/def2-TZVPD
C -1.701 -0.281 0.015
C -0.208 -0.218 0.053
N 0.549 -1.309 0.375
N 1.804 -0.994 0.328
N 1.875 0.290 -0.024
C 0.644 0.827 -0.206
H -2.136 0.723 0.006
H -2.052 -0.811 -0.877
H -2.079 -0.817 0.891
H 2.781 0.725 -0.099
H 0.483 1.857 -0.493
```



d.
Below is a single C3H5N3 molecule, with properties calculated with ωB97M-V/def2-TZVPD.

lowest unoccupied orbital energy = 1.08 eV
net charge = 0
structure (SMILES) = Nc1cn[nH]c1
HOMO = -8.252 eV
gap between HOMO and LUMO = 9.33 eV

The geometry in XYZ format:
```
11
C3H5N3 ωB97M-V/def2-TZVPD
N -1.800 -0.494 -0.162
C -0.499 0.050 -0.128
C 0.584 -0.750 -0.388
N 1.702 -0.075 -0.006
N 1.424 1.172 0.385
C 0.099 1.295 0.225
H -2.536 0.050 0.266
H -1.766 -1.390 0.314
H 0.626 -1.585 -1.066
H 2.510 -0.558 0.360
H -0.345 2.286 0.199
```



Least stable of them? a.



a.
Below is a single C3H5N3 molecule, with properties calculated with ωB97M-V/def2-TZVPD.

lowest unoccupied orbital energy = -0.07 eV
net charge = 0
structure (SMILES) = C[C@@H]1N=CN=N1
HOMO = -10.131 eV
gap between HOMO and LUMO = 10.06 eV

The geometry in XYZ format:
```
11
C3H5N3 ωB97M-V/def2-TZVPD
C -0.673 0.605 1.142
N 0.645 -1.100 0.000
C 1.369 -0.666 -0.949
N 0.719 0.327 -1.787
N -0.406 0.536 -1.294
C -0.555 -0.296 -0.089
H -1.285 1.483 0.927
H 0.335 0.920 1.422
H -1.100 0.036 1.968
H 2.405 -0.934 -1.127
H -1.454 -0.910 -0.215
```



b.
Below is a single C3H5N3 molecule, with properties calculated with ωB97M-V/def2-TZVPD.

lowest unoccupied orbital energy = 0.37 eV
net charge = 0
HOMO = -9.157 eV
gap between HOMO and LUMO = 9.53 eV

The geometry in XYZ format:
```
11
C3H5N3 ωB97M-V/def2-TZVPD
C 0.929 -0.578 1.184
N -0.024 -0.291 0.099
C -1.171 0.637 0.207
C -1.192 1.078 -1.082
N -0.091 0.653 -1.868
N 0.662 -0.113 -1.266
H 1.584 -1.387 0.853
H 1.522 0.308 1.409
H 0.352 -0.875 2.059
H -0.625 -1.112 -0.026
H -1.946 1.680 -1.570
```



Least stable of them? b.



a.
Below is a single C3H5N3 molecule, with properties calculated with ωB97M-V/def2-TZVPD.

lowest unoccupied orbital energy = -0.08 eV
net charge = 0
structure (SMILES) = C[C@@H]1N=CN=N1
HOMO = -10.159 eV
gap between HOMO and LUMO = 10.08 eV

The geometry in XYZ format:
```
11
C3H5N3 ωB97M-V/def2-TZVPD
C -1.419 0.122 -0.268
N 0.278 -0.622 1.240
C -0.090 0.511 0.380
N 0.952 0.636 -0.606
C 1.719 -0.344 -0.354
N 1.315 -1.142 0.782
H -1.304 -0.898 -0.644
H -2.204 0.140 0.488
H -1.679 0.783 -1.098
H -0.182 1.419 0.987
H 2.613 -0.604 -0.909
```



b.
Below is a single C3H5N3 molecule, with properties calculated with ωB97M-V/def2-TZVPD.

lowest unoccupied orbital energy = 1.12 eV
net charge = 0
HOMO = -8.040 eV
gap between HOMO and LUMO = 9.16 eV

The geometry in XYZ format:
```
11
C3H5N3 ωB97M-V/def2-TZVPD
N -2.130 0.146 -0.160
C -0.883 -0.112 0.242
C 1.285 -1.061 0.370
C 2.021 -0.312 -0.362
N 1.312 0.438 0.666
N -0.010 0.876 0.204
H -2.780 -0.620 -0.116
H -2.392 0.933 -0.742
H 0.959 -2.026 0.728
H 2.807 -0.139 -1.066
H -0.190 1.877 0.236
```



Least stable of them? b.



a.
Below is 2 unconnected molecules or ions with the total composition C3H9NS, with properties calculated with ωB97M-V/def2-TZVPD.

lowest unoccupied orbital energy = 0.86 eV
net charge = 0
structure (SMILES) = C=CN.CS
HOMO = -8.338 eV
gap between HOMO and LUMO = 9.20 eV

The geometry in XYZ format:
```
14
C3H9NS ωB97M-V/def2-TZVPD
C 1.338 -1.928 -0.237
S 0.351 -2.766 0.980
H 1.720 -2.697 -0.968
H 2.216 -1.278 0.164
H 0.654 -1.277 -0.788
C -0.368 1.598 0.173
C -0.351 1.870 -1.154
N -1.295 0.730 0.852
H 0.284 2.338 0.761
H -0.106 2.858 -1.579
H -0.357 0.817 -1.553
H -0.140 -1.686 1.614
H -2.000 0.368 0.179
H -1.947 1.053 1.557
```



b.
Below is a single C3H9NS molecule, with properties calculated with ωB97M-V/def2-TZVPD.

lowest unoccupied orbital energy = 1.04 eV
net charge = 0
structure (SMILES) = C[C@H](N)CS
HOMO = -8.677 eV
gap between HOMO and LUMO = 9.72 eV

The geometry in XYZ format:
```
14
C3H9NS ωB97M-V/def2-TZVPD
C 0.289 -0.864 -2.028
C 0.297 0.023 -0.821
C -0.454 -0.684 0.354
S -0.898 0.552 1.624
N 1.621 0.447 -0.456
H -0.672 -0.994 -2.540
H 0.883 -0.469 -2.860
H 0.499 -1.903 -1.760
H -0.228 0.974 -1.007
H 0.254 -1.372 0.815
H -1.373 -1.201 0.094
H -1.598 1.429 0.865
H 1.746 0.866 0.446
H 2.412 0.119 -0.991
```



Least stable of them? a.



a.
Below is a single C3H9NS molecule, with properties calculated with ωB97M-V/def2-TZVPD.

lowest unoccupied orbital energy = 0.91 eV
net charge = 0
structure (SMILES) = CNCCS
HOMO = -9.001 eV
gap between HOMO and LUMO = 9.91 eV

The geometry in XYZ format:
```
14
C3H9NS ωB97M-V/def2-TZVPD
C 1.701 -1.286 0.671
N 1.156 -0.038 -0.061
C -0.361 0.213 0.098
C -0.895 1.549 -0.351
S -2.647 1.317 -0.543
H 1.539 -1.077 1.803
H 1.010 -2.085 0.462
H 2.732 -1.574 0.445
H 1.114 -0.494 -0.970
H -0.778 -0.094 1.094
H -0.683 -0.731 -0.439
H -0.597 1.810 -1.384
H -0.777 2.392 0.324
H -2.516 0.100 -1.148
```



b.
Below is a single C3H9NS molecule, with properties calculated with ωB97M-V/def2-TZVPD.

lowest unoccupied orbital energy = 0.91 eV
net charge = 0
HOMO = -8.417 eV
gap between HOMO and LUMO = 9.32 eV

The geometry in XYZ format:
```
14
C3H9NS ωB97M-V/def2-TZVPD
C 2.044 -0.362 -0.344
C -1.860 0.991 -0.090
C 0.781 0.359 0.116
N -0.988 -1.506 0.610
S -0.767 -0.502 -0.541
H 1.831 -1.473 -0.455
H 2.472 -0.001 -1.309
H 2.869 -0.465 0.466
H -2.851 0.981 -0.586
H -1.500 2.031 -0.369
H -2.111 0.796 0.969
H 0.833 1.489 -0.095
H 0.796 -0.033 1.173
H -1.549 -2.304 0.457
```



Least stable of them? b.



a.
Below is 2 unconnected molecules or ions with the total composition C3H9NS, with properties calculated with ωB97M-V/def2-TZVPD.

lowest unoccupied orbital energy = 0.91 eV
net charge = 0
structure (SMILES) = C=N.CCS
HOMO = -8.980 eV
gap between HOMO and LUMO = 9.89 eV

The geometry in XYZ format:
```
14
C3H9NS ωB97M-V/def2-TZVPD
C -1.839 -1.556 -0.780
N -1.346 -2.137 0.224
H -1.685 -1.931 -1.790
H -2.493 -0.718 -0.570
H 0.184 -0.054 -1.418
H -0.740 -2.909 -0.016
C 0.620 0.875 1.214
C 1.301 1.516 -0.028
S 1.341 0.612 -1.537
H -0.423 0.613 1.051
H 1.146 -0.052 1.448
H 0.738 1.598 2.014
H 0.884 2.511 -0.183
H 2.312 1.631 0.370
```



b.
Below is a molecular structure, C3H9NS, with properties calculated with ωB97M-V/def2-TZVPD.

lowest unoccupied orbital energy = 0.65 eV
net charge = 0
HOMO = -8.291 eV
gap between HOMO and LUMO = 8.95 eV

The geometry in XYZ format:
```
14
C3H9NS ωB97M-V/def2-TZVPD
C 2.128 -0.625 -0.191
C -0.096 0.474 0.180
C -1.648 0.551 -0.404
H 2.399 0.453 -0.764
H 2.734 -1.184 -0.888
H 2.412 -0.639 0.824
H 0.199 -1.691 0.631
H 0.082 0.938 1.290
H 0.358 1.278 -0.373
H -2.155 1.386 0.200
H -1.420 0.823 -1.338
H -3.064 -0.220 1.136
N 0.501 -0.709 -0.133
S -2.431 -0.835 -0.170
```



Least stable of them? b.